Entry 1:
ORCA calculation (ωB97M-V/def2-TZVPD) on 11 unconnected molecules or ions with the total composition C4H32N2O12 at a distorted geometry.

CARTESIAN COORDINATES (ANGSTROEM)
1 N -2.73694 1.17738 -0.06720
2 C -1.52277 1.70091 -0.76104
3 C -0.55125 0.51605 -0.77544
4 C -0.38975 -0.10761 0.75765
5 O -1.24343 -1.19886 0.99017
6 N 0.77876 1.06328 -1.18524
7 C 1.65096 0.22306 -2.04783
8 O 2.25705 -1.02023 -1.53588
9 H -3.50041 1.36524 -0.60206
10 H -2.94350 1.51530 0.93231
11 H -1.04789 2.67697 -0.41143
12 H -1.84476 1.94629 -1.77748
13 H -0.81354 -0.26901 -1.50529
14 H -0.22264 0.67397 1.45441
15 H 0.60549 -0.58471 0.85172
16 H -2.15057 -1.10155 0.65135
17 H 1.41065 1.28265 -0.28062
18 H 2.56696 0.87718 -2.15883
19 H 1.18148 -0.04522 -2.97931
20 H 1.50517 -1.71877 -1.49734
21 O -0.61667 -2.89904 -1.00790
22 H -1.28729 -3.31844 -0.54740
23 H -0.14928 -2.27330 -0.46247
24 O 3.29589 -2.21791 0.82771
25 H 3.00074 -1.60229 1.51949
26 H 2.86553 -1.83784 0.18120
27 O -3.31549 1.25650 -3.33311
28 H -3.53295 1.38521 -2.34260
29 H -3.40767 0.23570 -3.37174
30 O 2.54646 0.72610 2.50121
31 H 1.84999 0.01385 2.82413
32 H 3.21764 0.59148 3.18665
33 O 1.05328 3.30630 -2.73130
34 H 0.39053 2.72801 -2.32124
35 H 1.52257 3.62127 -1.91924
36 O -1.28200 1.95546 2.89526
37 H -1.82523 1.76151 3.76374
38 H -1.92414 1.75297 2.22807
39 O 1.58235 -1.73569 3.06985
40 H 0.75474 -1.99651 2.97482
41 H 2.09304 -1.92007 3.77175
42 O 1.67766 2.93864 1.15923
43 H 0.73085 3.06158 1.31534
44 H 1.99074 2.44134 1.95664
45 O -2.02206 -2.28260 -3.48341
46 H -1.89366 -1.91425 -2.61112
47 H -1.32605 -2.90847 -3.49997
48 O -0.98002 -2.70207 3.20391
49 H -1.03701 -2.37383 2.35456
50 H -1.81969 -2.75827 3.60299

Output
- 2S+1 = 1
- HOMO (eV) = -9.4
- SMILES = NC[C@H](CO)NCO.O.O.O.O.O.O.O.O.O.O
- E_LUMO (eV) = -0.43
- energy above the lowest of the compared OMol25 structures with the same formula, charge and spin (kJ/mol) = 694.5
- frontier orbital gap (eV) = 8.94

=====

Entry 2:
ORCA calculation (ωB97M-V/def2-TZVPD) on 12 unconnected molecules or ions with the total composition C4H32N2O12S at a distorted geometry.

CARTESIAN COORDINATES (ANGSTROEM)
1 N 1.51631 1.41978 -2.25007
2 C 1.50306 0.69818 -1.12654
3 O 2.27086 -0.25318 -0.94343
4 C 0.49966 0.97258 0.00832
5 N 0.08755 2.39839 0.10705
6 C 1.03194 0.27294 1.27431
7 C 0.21762 0.60847 2.53640
8 S 0.84635 1.89423 3.65662
9 H 2.11578 1.18582 -3.02229
10 H 0.88978 2.20044 -2.37940
11 H -0.45452 0.52785 -0.30741
12 H 0.82604 2.96542 0.49870
13 H -0.73574 2.36596 0.70239
14 H 0.88802 -0.78916 1.08056
15 H 2.07645 0.50279 1.35764
16 H 0.06004 -0.26016 3.17266
17 H -0.76243 0.90547 2.17039
18 H 2.14600 1.59007 3.69467
19 O 2.93439 2.92677 0.31448
20 H 3.53287 2.68794 -0.40715
21 H 3.51292 3.38282 0.93192
22 O -1.13085 2.75164 -2.49861
23 H -1.04348 2.65362 -1.52110
24 H -2.03876 3.06522 -2.59752
25 O -2.37120 0.26588 -3.07588
26 H -1.80237 0.95815 -2.69943
27 H -2.07444 -0.06973 -3.92016
28 O 1.47233 -2.99667 -0.94736
29 H 2.24869 -3.44087 -1.31417
30 H 1.75130 -2.06349 -0.95147
31 O -1.19794 -4.25396 -1.98585
32 H -0.70870 -3.44758 -1.74677
33 H -1.81865 -3.81591 -2.60485
34 O 4.25589 0.73163 2.10625
35 H 3.69385 1.19008 1.48488
36 H 4.13345 -0.21302 1.99876
37 O -3.37835 -2.44262 -2.48966
38 H -3.58859 -2.82596 -1.63098
39 H -3.11492 -1.51402 -2.44971
40 O -2.60373 -3.01612 0.17862
41 H -2.14927 -3.09683 1.02688
42 H -2.05922 -3.61408 -0.37916
43 O -2.27305 -0.29383 0.00004
44 H -2.37703 -0.14993 -0.94972
45 H -2.31881 -1.26413 0.10441
46 O -2.72330 2.38472 1.37601
47 H -2.80077 2.65600 2.29544
48 H -2.84166 1.42572 1.33294
49 O -0.23410 -4.06788 1.01729
50 H 0.50434 -3.52481 0.68883
51 H 0.00965 -4.97518 0.83140

Output
- 2S+1 = 1
- HOMO (eV) = -8.9
- SMILES = NC(=O)[C@H](N)CCS.O.O.O.O.O.O.O.O.O.O.O
- E_LUMO (eV) = 0.19
- energy above the lowest of the compared OMol25 structures with the same formula, charge and spin (kJ/mol) = 0.0
- frontier orbital gap (eV) = 9.13

=====

Entry 3:
ORCA calculation (ωB97M-V/def2-TZVPD) on 12 unconnected molecules or ions with the total composition C4H32N2O13 at a distorted geometry.

CARTESIAN COORDINATES (ANGSTROEM)
1 N 2.48398 1.80703 0.46063
2 C 1.43672 0.99828 1.10615
3 C 0.65025 0.12562 0.11511
4 N -0.69118 -0.02373 0.75913
5 C -1.80221 0.79618 0.30907
6 C -2.50879 1.51579 1.45643
7 O -3.56316 2.05998 1.24154
8 O -1.99074 1.45295 2.67922
9 H 2.09468 2.73619 0.39827
10 H 3.41004 1.72504 0.84691
11 H 0.88701 1.60537 1.82259
12 H 1.93941 0.20555 1.67368
13 H 0.60588 0.57076 -0.87845
14 H 1.00633 -0.89297 -0.01468
15 H -0.97238 -0.99391 0.69242
16 H -2.57369 0.31218 -0.29266
17 H -1.48615 1.58738 -0.38466
18 H -1.14698 0.98183 2.75282
19 O -0.40598 1.37251 -3.34835
20 H 0.55939 1.44657 -3.18086
21 H -0.61266 1.29801 -4.29281
22 O 1.47089 -1.93854 -2.70288
23 H 0.52160 -1.67864 -2.86933
24 H 1.86532 -1.89440 -3.57779
25 O -0.13948 2.71109 3.84405
26 H -0.78588 3.23519 3.35282
27 H -0.57791 2.56159 4.68132
28 O 0.92840 -4.44100 -0.72189
29 H 1.50628 -4.44633 0.04118
30 H 1.14839 -3.68378 -1.31438
31 O 2.28118 1.82898 -2.88582
32 H 2.07308 2.22303 -2.02460
33 H 3.21779 1.64325 -2.85212
34 O 1.50317 4.13284 -1.32938
35 H 1.19975 4.85118 -0.76049
36 H 0.78102 3.50371 -1.19072
37 O -1.60164 -3.76822 -0.24945
38 H -0.65142 -4.02539 -0.38967
39 H -1.56324 -3.68860 0.72761
40 O -1.01939 -1.21096 -3.23026
41 H -1.68425 -1.51352 -2.55791
42 H -0.83389 -0.25417 -3.06586
43 O -0.95230 -3.11620 2.36203
44 H -0.63451 -3.27754 3.25074
45 H -1.26221 -2.22416 2.18174
46 O 1.85470 0.46685 4.60956
47 H 2.23915 -0.08120 3.90298
48 H 1.07926 0.72843 4.08005
49 O -3.01681 -2.03289 -1.77898
50 H -3.69772 -2.56297 -2.21617
51 H -2.56908 -2.73424 -1.23787

Output
- 2S+1 = 1
- HOMO (eV) = -9.7
- SMILES = NCCNCC(=O)O.O.O.O.O.O.O.O.O.O.O.O
- E_LUMO (eV) = -0.08
- energy above the lowest of the compared OMol25 structures with the same formula, charge and spin (kJ/mol) = 318.8
- frontier orbital gap (eV) = 9.61

=====

Entry 4:
ORCA calculation (ωB97M-V/def2-TZVPD) on 14 unconnected molecules or ions with the total composition C4H32NO14S at a distorted geometry.

CARTESIAN COORDINATES (ANGSTROEM)
1 O -1.27944 2.10765 0.32808
2 C -0.53500 1.08980 0.05297
3 N 0.57032 1.17584 -0.56395
4 C 4.68906 -0.26449 -1.85320
5 O 4.06032 0.77181 -2.11185
6 C -0.91693 -0.21381 0.75865
7 C -2.07676 -0.97185 0.17719
8 S -2.30588 -2.50366 1.21283
9 H 0.86215 2.12770 -0.61101
10 H 4.93868 -0.41777 -0.79603
11 H 4.92471 -0.97617 -2.66846
12 H -0.03318 -0.82589 0.96430
13 H -1.16230 0.14739 1.75551
14 H -2.97826 -0.39654 0.29533
15 H -1.97887 -1.40874 -0.79892
16 H -1.10765 -2.66608 1.81538
17 H 3.12591 -4.33476 -1.22250
18 H 2.54630 -3.10341 -2.06861
19 O 3.31036 -3.39255 -1.56784
20 H 4.33994 -2.02799 1.13588
21 H 3.60179 -2.05625 -0.24943
22 O 4.11972 -1.54148 0.35969
23 H 1.80323 -1.95076 -3.96091
24 H 0.34881 -2.39725 -3.34950
25 O 1.29374 -2.73273 -3.57863
26 H -2.02170 3.15548 1.66839
27 H -0.86306 2.92741 2.62942
28 O -1.77845 3.11306 2.66972
29 H 2.80483 0.08135 -3.52955
30 H 1.28027 -0.10300 -3.49436
31 O 2.10044 -0.27040 -4.10123
32 H -0.11879 0.30708 -4.23217
33 H -1.26748 0.10596 -3.30257
34 O -0.68248 -0.43766 -3.81071
35 H -3.19160 0.30569 3.60312
36 H -3.60937 0.79885 2.16205
37 O -3.90392 0.23421 2.99353
38 H 1.06224 2.02104 1.68974
39 H 1.87022 2.79356 2.85249
40 O 1.04687 2.19157 2.63339
41 H -3.17207 0.90699 -1.92803
42 H -2.81275 2.03677 -2.70033
43 O -2.74302 1.06369 -2.79546
44 H -4.32176 1.25937 0.02180
45 H -2.75454 1.91217 -0.03502
46 O -3.68447 1.90283 -0.44342
47 H -0.10296 1.34106 3.76606
48 H -1.51721 1.62293 3.96131
49 O -0.83967 0.99950 4.23946
50 H -0.95367 -1.12511 4.61014
51 H 0.26078 -0.85528 3.44579
52 O -0.24746 -1.52711 3.97151

Output
- 2S+1 = 2
- HOMO (alpha / beta) (eV) = -9.1 / -8.9
- E_LUMO (alpha / beta) (eV) = -0.63 / -5.78
- ⟨S²⟩ = 0.754
- energy above the lowest of the compared OMol25 structures with the same formula, charge and spin (kJ/mol) = 379.1
- frontier orbital gap (alpha / beta) (eV) = 8.44 / 3.12

=====

Entry 5:
ORCA calculation (ωB97M-V/def2-TZVPD) on 13 unconnected molecules or ions with the total composition C4H32O14 at a distorted geometry.

CARTESIAN COORDINATES (ANGSTROEM)
1 O 2.70702 0.04978 -2.31860
2 C 2.30500 -1.07366 -2.18579
3 C 0.97336 -1.64722 -2.53583
4 C -0.09236 -0.61222 -2.91836
5 C -1.53483 -1.11200 -2.98547
6 O -2.04940 -1.25013 -1.65417
7 H 2.91495 -1.81274 -1.62436
8 H 1.15843 -2.29824 -3.39924
9 H 0.57855 -2.17422 -1.65165
10 H -0.03009 0.28577 -2.32102
11 H 0.24539 -0.30458 -3.96017
12 H -1.65674 -2.00637 -3.55882
13 H -2.12053 -0.23637 -3.28924
14 H -1.66616 -1.74364 -0.92406
15 H -1.02287 0.34847 4.36235
16 H -2.02727 -0.70090 4.02658
17 O -1.31749 -0.51665 4.67274
18 H 3.42705 2.04379 -0.04966
19 H 3.29527 1.88026 -1.49387
20 O 3.16867 2.58564 -0.84369
21 H 1.58766 -0.58611 2.55581
22 H 0.97901 0.26192 1.52201
23 O 1.88084 0.01249 1.85728
24 H -3.70884 -0.90405 -0.98938
25 H -4.79745 -0.00469 -1.49769
26 O -4.37738 -0.26615 -0.67100
27 H 1.01219 3.87554 1.31516
28 H 1.43985 2.95069 0.08530
29 O 0.84304 3.05942 0.84357
30 H -2.08734 2.41073 0.63169
31 H -1.30882 2.87563 1.97410
32 O -2.05208 2.38798 1.61588
33 H -0.08895 0.74045 -0.34065
34 H -0.53504 1.18292 1.00952
35 O -0.47633 0.36104 0.46303
36 H -0.10810 -2.92392 1.55539
37 H -0.51345 -1.73954 0.79951
38 O -0.51475 -2.71225 0.70684
39 H -2.82394 -0.46102 1.42012
40 H -2.49897 0.71515 2.42742
41 O -2.71278 -0.22836 2.34094
42 H -3.36281 1.12335 -0.37523
43 H -1.95988 1.00961 -0.88245
44 O -2.64832 1.69520 -0.76718
45 H 3.24731 -2.61101 1.74880
46 H 3.52725 -2.30129 0.31254
47 O 2.79752 -2.52657 0.89918
48 H 4.08723 1.66250 1.73174
49 H 3.72551 0.22155 1.33150
50 O 4.19185 1.01400 1.02856

Output
- 2S+1 = 1
- HOMO (eV) = -10.6
- E_LUMO (eV) = 0.08
- energy above the lowest of the compared OMol25 structures with the same formula, charge and spin (kJ/mol) = 193.3
- frontier orbital gap (eV) = 10.64